Entry 1:
74
Properties=species:S:1:pos:R:3 method="wB97M-V/def2-TZVPD" total_energy_ha=-2509.291025 spin_multiplicity=3 s_squared=2.057 max_force_ev_per_a=4.373 homo_ev="-16.367 / -16.363" total_charge=+3 gap_ev="7.5733 / 2.9870"
O -1.599 -1.955 -0.371
V -1.071 -0.522 -0.320
C 1.713 -1.070 1.753
O 0.788 -0.961 0.909
N 2.081 -2.256 2.295
C 3.172 -2.202 3.355
C 1.606 -3.527 1.833
H 2.219 -0.235 2.263
H 4.155 -2.556 3.048
H 2.940 -2.850 4.200
H 3.116 -1.230 3.845
H 2.305 -3.918 1.093
H 1.454 -4.187 2.687
H 0.720 -3.403 1.209
C 1.636 -1.765 -2.408
O 0.575 -1.462 -1.891
N 1.854 -2.741 -3.277
C 3.196 -3.024 -3.668
C 0.946 -3.864 -3.392
H 2.538 -1.137 -2.347
H 3.463 -2.667 -4.663
H 3.343 -4.099 -3.568
H 3.912 -2.609 -2.959
H -0.104 -3.593 -3.288
H 1.120 -4.284 -4.382
H 1.094 -4.635 -2.636
C -2.631 0.805 -2.964
O -1.880 0.187 -2.131
N -2.258 1.366 -4.148
C -0.859 1.272 -4.628
C -3.139 2.215 -4.927
H -3.730 0.840 -2.899
H -0.331 2.221 -4.537
H -0.614 0.898 -5.622
H -0.302 0.561 -4.018
H -3.298 1.867 -5.948
H -4.189 2.188 -4.637
H -2.830 3.233 -5.163
C -3.114 2.096 0.667
O -2.378 1.144 0.203
N -2.743 3.099 1.458
C -3.647 4.188 1.684
C -1.282 3.235 1.786
H -4.182 1.997 0.418
H -3.658 4.199 2.774
H -4.624 4.228 1.203
H -3.224 5.168 1.460
H -0.858 3.987 1.121
H -1.209 3.687 2.775
H -0.678 2.335 1.901
C 0.800 2.214 -1.145
O 0.238 1.173 -0.778
N 2.124 2.376 -0.876
C 2.691 3.686 -0.778
C 2.971 1.271 -0.463
H 0.285 3.044 -1.653
H 2.235 4.397 -1.467
H 3.765 3.713 -0.965
H 2.563 4.036 0.246
H 3.457 1.436 0.498
H 2.528 0.280 -0.365
H 3.801 1.134 -1.157
C -1.321 -0.492 3.372
O -1.642 -0.698 2.147
N -1.398 -1.450 4.346
C -2.039 -2.725 4.113
C -0.830 -1.236 5.688
H -0.929 0.492 3.672
H -2.842 -2.895 4.830
H -1.335 -3.557 4.130
H -2.511 -2.941 3.155
H -1.644 -1.070 6.393
H -0.253 -2.100 6.018
H -0.225 -0.352 5.892

=====

Entry 2:
72
Properties=species:S:1:pos:R:3 method="wB97M-V/def2-TZVPD" total_energy_ha=-1610.514309 spin_multiplicity=2 s_squared=0.756 max_force_ev_per_a=1.681 homo_ev="-11.161 / -11.160" total_charge=+1 de_lowest_kj_mol=0.0 gap_ev="9.1888 / 5.7494"
Ag 20.700 19.157 19.519
O 22.204 17.798 18.882
H 22.441 16.862 18.775
C 25.521 14.909 13.903
O 26.880 15.039 14.270
C 27.255 14.372 15.449
C 26.693 14.916 16.738
O 25.308 14.589 16.877
C 24.578 15.478 17.663
C 25.004 15.694 19.102
O 26.229 16.334 19.275
C 26.188 17.703 18.942
H 24.860 15.409 14.611
H 25.245 13.850 13.850
H 25.405 15.391 12.935
H 28.343 14.428 15.548
H 27.080 13.286 15.343
H 26.781 16.006 16.617
H 27.237 14.540 17.601
H 23.537 15.134 17.589
H 24.486 16.447 17.129
H 24.982 14.708 19.580
H 24.207 16.229 19.650
H 25.983 17.880 17.883
H 27.165 18.111 19.195
H 25.438 18.264 19.520
C 17.353 19.234 18.732
O 18.712 19.483 18.386
C 18.938 20.772 17.826
C 20.023 20.761 16.775
O 21.213 20.167 17.291
C 22.251 20.007 16.327
C 23.089 21.230 16.104
O 22.297 22.249 15.525
C 23.022 23.424 15.230
H 17.118 19.659 19.711
H 17.175 18.164 18.735
H 16.697 19.683 17.983
H 19.217 21.508 18.601
H 18.020 21.196 17.410
H 20.199 21.802 16.499
H 19.670 20.204 15.901
H 21.836 19.633 15.386
H 22.883 19.215 16.737
H 23.964 20.997 15.486
H 23.476 21.594 17.068
H 22.912 24.149 16.042
H 22.653 23.839 14.292
H 24.091 23.241 15.077
C 23.123 21.461 20.053
O 22.511 20.259 20.511
C 22.698 20.035 21.904
C 22.226 18.642 22.265
O 20.971 18.390 21.676
C 20.312 17.232 22.194
C 19.062 17.000 21.351
O 19.285 17.178 19.958
C 19.538 15.963 19.274
H 24.206 21.350 19.976
H 22.888 22.301 20.716
H 22.681 21.692 19.088
H 22.104 20.786 22.437
H 23.752 20.139 22.174
H 22.169 18.561 23.357
H 22.941 17.879 21.933
H 20.022 17.502 23.213
H 20.964 16.355 22.204
H 18.273 17.696 21.657
H 18.594 16.032 21.556
H 18.798 15.204 19.539
H 20.550 15.580 19.424
H 19.399 16.144 18.206

=====

Entry 3:
85
Properties=species:S:1:pos:R:3 method="wB97M-V/def2-TZVPD" total_energy_ha=-2825.338721 max_force_ev_per_a=8.064 homo_ev=-10.882 total_charge=+1 gap_ev=4.9709
C 2.433 0.865 -0.631
N 2.386 2.362 -0.861
C 3.830 2.778 -1.070
B 1.520 2.714 -2.092
O 1.495 4.063 -2.701
C 0.555 1.498 -2.730
C 1.118 0.782 -4.092
P 2.714 1.058 -5.054
O 3.562 -0.316 -5.019
O 3.813 2.276 -4.496
O 2.486 1.415 -6.782
C 0.084 -0.381 -4.715
B 0.459 -1.248 -6.103
N -0.244 -0.910 -7.427
O 1.481 -2.320 -6.153
C -1.337 -0.699 -3.955
O -2.197 -1.725 -4.638
N -2.941 -1.157 -5.602
O -3.932 -1.876 -5.743
N -1.794 -0.024 -2.638
P -3.336 -0.634 -2.050
N -3.905 -0.138 -0.644
O -4.625 -0.269 -3.220
O -3.166 -2.397 -1.865
C -0.895 1.060 -2.005
C -1.394 1.811 -0.642
C -2.670 2.828 -1.009
O -2.802 2.891 -2.503
C -2.392 4.374 -0.458
N -1.725 5.260 -1.488
H 3.200 0.653 0.257
H 2.836 0.252 -1.549
H 1.380 0.481 -0.258
H 4.608 1.893 -0.906
H 4.097 3.591 -0.240
H 4.047 3.289 -2.102
H 1.848 4.742 -2.051
H 3.531 3.195 -4.798
H 3.405 1.560 -7.155
H -0.880 -0.088 -7.319
H -0.831 -1.734 -7.727
H 1.685 -2.525 -5.182
H -3.990 -0.960 0.012
H -5.137 0.495 -2.784
H -2.329 -2.582 -1.312
H -1.698 0.994 0.173
H -0.620 2.491 -0.097
H -3.675 2.490 -0.496
H -3.678 3.372 -2.707
H -3.469 4.831 -0.232
H -1.841 4.308 0.572
H -2.015 6.248 -1.225
H -0.674 5.268 -1.345
C -2.439 0.712 3.601
O -2.055 -0.485 2.932
C -1.253 -1.334 3.759
C -2.083 -2.472 4.363
O -3.060 -1.973 5.281
C -4.357 -1.899 4.701
H -3.251 1.174 3.034
H -2.789 0.523 4.618
H -1.590 1.405 3.626
H -0.749 -0.753 4.541
H -0.479 -1.767 3.114
H -1.415 -3.128 4.931
H -2.556 -3.074 3.578
H -4.799 -2.898 4.660
H -4.337 -1.465 3.700
H -4.981 -1.266 5.339
C 3.300 -1.070 5.546
O 3.118 -1.728 4.296
C 4.213 -2.589 3.972
C 3.882 -4.053 4.278
O 3.720 -4.268 5.683
C 2.351 -4.316 6.068
H 2.338 -0.655 5.858
H 3.652 -1.752 6.324
H 4.015 -0.248 5.426
H 5.125 -2.272 4.492
H 4.391 -2.487 2.896
H 4.722 -4.677 3.954
H 2.991 -4.379 3.729
H 1.927 -5.287 5.796
H 1.765 -3.518 5.608
H 2.296 -4.202 7.155

=====

Repeat the second record exactly.
72
Properties=species:S:1:pos:R:3 method="wB97M-V/def2-TZVPD" total_energy_ha=-1610.514309 spin_multiplicity=2 s_squared=0.756 max_force_ev_per_a=1.681 homo_ev="-11.161 / -11.160" total_charge=+1 de_lowest_kj_mol=0.0 gap_ev="9.1888 / 5.7494"
Ag 20.700 19.157 19.519
O 22.204 17.798 18.882
H 22.441 16.862 18.775
C 25.521 14.909 13.903
O 26.880 15.039 14.270
C 27.255 14.372 15.449
C 26.693 14.916 16.738
O 25.308 14.589 16.877
C 24.578 15.478 17.663
C 25.004 15.694 19.102
O 26.229 16.334 19.275
C 26.188 17.703 18.942
H 24.860 15.409 14.611
H 25.245 13.850 13.850
H 25.405 15.391 12.935
H 28.343 14.428 15.548
H 27.080 13.286 15.343
H 26.781 16.006 16.617
H 27.237 14.540 17.601
H 23.537 15.134 17.589
H 24.486 16.447 17.129
H 24.982 14.708 19.580
H 24.207 16.229 19.650
H 25.983 17.880 17.883
H 27.165 18.111 19.195
H 25.438 18.264 19.520
C 17.353 19.234 18.732
O 18.712 19.483 18.386
C 18.938 20.772 17.826
C 20.023 20.761 16.775
O 21.213 20.167 17.291
C 22.251 20.007 16.327
C 23.089 21.230 16.104
O 22.297 22.249 15.525
C 23.022 23.424 15.230
H 17.118 19.659 19.711
H 17.175 18.164 18.735
H 16.697 19.683 17.983
H 19.217 21.508 18.601
H 18.020 21.196 17.410
H 20.199 21.802 16.499
H 19.670 20.204 15.901
H 21.836 19.633 15.386
H 22.883 19.215 16.737
H 23.964 20.997 15.486
H 23.476 21.594 17.068
H 22.912 24.149 16.042
H 22.653 23.839 14.292
H 24.091 23.241 15.077
C 23.123 21.461 20.053
O 22.511 20.259 20.511
C 22.698 20.035 21.904
C 22.226 18.642 22.265
O 20.971 18.390 21.676
C 20.312 17.232 22.194
C 19.062 17.000 21.351
O 19.285 17.178 19.958
C 19.538 15.963 19.274
H 24.206 21.350 19.976
H 22.888 22.301 20.716
H 22.681 21.692 19.088
H 22.104 20.786 22.437
H 23.752 20.139 22.174
H 22.169 18.561 23.357
H 22.941 17.879 21.933
H 20.022 17.502 23.213
H 20.964 16.355 22.204
H 18.273 17.696 21.657
H 18.594 16.032 21.556
H 18.798 15.204 19.539
H 20.550 15.580 19.424
H 19.399 16.144 18.206